Here is a molecular structure, C46H48MgN4O7P2S2Se2 from the OMol25 dataset. Energies are from ωB97M-V/def2-TZVPD.

Each line ends with the Mulliken charge.
Element x y z (Å)
Mg 0.009 1.946 -2.175  1.19
O -0.411 8.116 -2.191  -0.61
C 0.732 7.274 -2.299  -1.06
C 0.423 5.805 -2.649  2.10
C -0.311 5.762 -3.989  -1.05
O -1.625 6.345 -3.917  -0.73
C 1.795 5.117 -2.774  -1.63
Se 1.897 3.287 -3.511  -0.52
C -0.420 5.225 -1.491  -0.56
Se -1.781 3.829 -1.876  -0.49
H -1.080 7.724 -2.780  0.47
H 1.260 7.314 -1.339  0.36
H 1.411 7.676 -3.066  0.39
H -0.378 4.728 -4.326  0.22
H 0.247 6.334 -4.737  0.47
H -2.153 5.664 -3.450  0.32
H 2.258 5.113 -1.783  0.39
H 2.432 5.726 -3.422  0.47
H -0.973 6.035 -1.016  0.59
H 0.254 4.802 -0.747  -0.57
O 1.258 0.310 -1.499  -0.42
N 2.212 0.673 -0.761  -0.83
N 2.003 1.800 -0.179  0.98
O 0.906 2.484 -0.340  -0.04
C 3.020 2.314 0.665  -0.08
C 4.148 1.560 0.984  -0.38
C 5.096 2.092 1.840  -0.47
C 4.931 3.362 2.382  -0.57
C 3.803 4.099 2.056  -0.75
C 2.842 3.581 1.200  -0.15
H 4.266 0.577 0.551  0.56
H 5.974 1.507 2.088  0.38
H 5.678 3.771 3.052  0.37
H 3.664 5.091 2.469  0.39
H 1.952 4.132 0.934  0.26
C 2.753 -4.657 4.212  -0.64
S 1.312 -4.365 5.261  -0.17
C -0.052 -4.619 4.087  -1.21
C -0.502 -3.395 3.303  -0.04
C 0.586 -2.840 2.385  -1.14
N 0.118 -1.858 1.415  0.45
P -0.167 -2.257 -0.229  0.95
C -1.133 -3.820 -0.022  0.40
C -2.520 -3.665 -0.049  -0.37
C -3.355 -4.744 0.215  -0.73
C -2.817 -5.993 0.489  -0.53
C -1.438 -6.166 0.481  -0.73
C -0.605 -5.087 0.223  -0.35
C 1.455 -2.946 -0.751  0.53
C 2.630 -2.480 -0.167  0.00
C 3.869 -2.889 -0.639  -0.85
C 3.953 -3.765 -1.711  -0.63
C 2.788 -4.220 -2.315  -0.63
C 1.551 -3.809 -1.841  -0.82
P 0.078 -0.119 1.677  1.28
C 0.527 -0.050 3.460  0.02
C 1.892 0.084 3.730  -0.33
C 2.361 0.160 5.032  -0.79
C 1.463 0.134 6.092  -0.55
C 0.104 0.038 5.837  -0.70
C -0.362 -0.053 4.531  -0.34
C -1.716 0.217 1.691  0.42
C -2.686 -0.677 2.148  0.16
C -4.030 -0.367 2.028  -0.88
C -4.418 0.832 1.436  -0.65
C -3.464 1.719 0.968  -0.54
C -2.115 1.411 1.096  -0.87
H 3.617 -4.710 4.873  0.39
H 2.906 -3.857 3.491  0.07
H 2.654 -5.607 3.687  0.27
H -0.877 -4.993 4.696  0.48
H 0.238 -5.427 3.410  0.34
H -0.824 -2.612 3.994  0.22
H -1.367 -3.681 2.700  -0.16
H 1.053 -3.666 1.836  0.78
H 1.371 -2.405 3.007  0.27
H -2.941 -2.695 -0.287  0.43
H -4.429 -4.604 0.194  0.48
H -3.468 -6.835 0.693  0.36
H -1.012 -7.143 0.679  0.41
H 0.470 -5.232 0.219  0.38
H 2.570 -1.767 0.647  0.19
H 4.773 -2.507 -0.178  0.40
H 4.920 -4.077 -2.087  0.35
H 2.844 -4.886 -3.168  0.37
H 0.648 -4.157 -2.330  0.46
H 2.589 0.151 2.899  0.37
H 3.424 0.261 5.219  0.47
H 1.823 0.200 7.111  0.35
H -0.603 0.036 6.659  0.43
H -1.426 -0.120 4.342  0.35
H -2.384 -1.634 2.558  0.18
H -4.781 -1.072 2.368  0.38
H -5.469 1.049 1.293  0.33
H -3.741 2.622 0.439  0.41
H -1.371 2.091 0.690  0.18
O -0.316 0.754 -4.042  -0.84
C -1.482 0.441 -3.758  1.41
N -1.977 0.509 -2.515  -0.12
S -3.533 0.084 -2.452  1.01
O -4.403 1.177 -2.111  -0.66
O -3.718 -1.143 -1.711  -0.67
C -3.705 -0.270 -4.184  0.12
C -4.797 -0.695 -4.914  -0.66
C -4.626 -0.869 -6.282  -0.49
C -3.397 -0.619 -6.887  -0.50
C -2.310 -0.190 -6.136  -0.60
C -2.489 -0.024 -4.775  -0.44
H -5.751 -0.878 -4.437  0.46
H -5.462 -1.198 -6.888  0.38
H -3.293 -0.756 -7.957  0.38
H -1.346 0.023 -6.579  0.53

Atomic forces in eV per Å
Mg 0.4472 0.0770 -0.0720
O -0.0017 -0.0073 -0.0128
C 0.0235 0.0060 -0.0297
C -0.0077 0.0455 0.0330
C -0.0109 -0.0185 0.0049
O -0.0188 -0.0866 0.0377
C -0.0137 -0.0389 -0.0074
Se -0.0389 0.0270 -0.0517
C -0.0966 -0.0662 0.0303
Se 0.1071 0.1032 -0.0580
H -0.0116 -0.0025 0.0051
H -0.0119 -0.0023 -0.0036
H -0.0028 -0.0019 0.0090
H 0.0137 -0.0015 -0.0048
H 0.0050 0.0016 0.0075
H 0.0506 0.0723 -0.0132
H -0.0039 0.0008 0.0064
H -0.0021 0.0137 0.0062
H 0.0020 0.0062 -0.0189
H 0.0358 0.0081 0.0077
O -0.0724 0.0269 -0.1942
N -0.0540 0.0561 0.1041
N 0.0520 0.0035 -0.1371
O -0.1114 -0.0388 -0.0038
C -0.0807 -0.0604 0.0763
C 0.0089 0.0139 -0.0404
C 0.0061 -0.0056 0.0054
C 0.0021 -0.0007 0.0064
C 0.0094 -0.0116 0.0031
C -0.0152 0.0004 0.0128
H 0.0088 0.0005 0.0000
H 0.0017 -0.0005 -0.0041
H -0.0014 0.0010 0.0019
H -0.0017 0.0014 -0.0012
H -0.0028 -0.0047 -0.0118
C -0.0463 0.0042 0.0203
S 0.0149 -0.0013 -0.0116
C 0.0232 0.0010 0.0264
C 0.0593 0.0094 -0.0509
C -0.0281 0.0052 0.0058
N 0.0053 0.0652 0.0250
P 0.0130 -0.0793 -0.0068
C 0.0131 0.0199 0.0157
C -0.0031 -0.0056 0.0261
C -0.0128 -0.0102 -0.0100
C 0.0077 -0.0111 -0.0072
C -0.0172 -0.0064 0.0020
C 0.0129 0.0112 0.0544
C 0.0520 0.0762 0.0414
C -0.0043 -0.0526 -0.0009
C -0.0001 0.0003 -0.0008
C 0.0071 -0.0020 0.0075
C -0.0134 -0.0007 -0.0106
C -0.0059 -0.0001 -0.0058
P -0.0845 -0.0977 -0.0691
C 0.1084 0.0334 0.0245
C -0.0322 -0.0028 -0.0407
C -0.0207 0.0005 0.0505
C 0.0334 -0.0060 -0.0210
C -0.0353 -0.0044 -0.0075
C -0.0188 0.0098 0.0375
C -0.0121 -0.0528 0.0549
C 0.0179 0.0030 -0.0549
C -0.0470 0.0248 0.0118
C -0.0170 -0.0148 -0.0252
C 0.0588 -0.0214 -0.0312
C 0.0315 0.0365 0.0362
H 0.0069 0.0007 -0.0068
H 0.0127 0.0037 -0.0051
H 0.0103 -0.0003 -0.0038
H -0.0030 -0.0079 -0.0110
H -0.0075 -0.0044 -0.0038
H -0.0037 -0.0270 -0.0061
H -0.0466 -0.0215 -0.0510
H -0.0229 0.0087 0.0187
H 0.0384 0.0224 0.0040
H -0.0169 0.0352 0.0051
H 0.0028 0.0018 0.0031
H -0.0007 0.0020 0.0025
H 0.0029 0.0018 -0.0033
H -0.0009 0.0005 -0.0075
H 0.0039 -0.0117 0.0021
H -0.0011 0.0030 -0.0020
H 0.0005 0.0006 0.0004
H -0.0027 -0.0027 0.0025
H 0.0055 -0.0056 -0.0023
H -0.0021 -0.0104 0.0259
H 0.0018 0.0044 -0.0080
H 0.0005 0.0033 0.0019
H 0.0001 -0.0029 0.0025
H 0.0062 0.0155 -0.0033
H -0.0225 0.0143 -0.0052
H 0.0169 -0.0010 -0.0155
H -0.0122 -0.0020 0.0191
H -0.0248 0.0030 0.0118
H -0.0164 -0.0109 -0.0191
O -0.3961 0.1178 0.2494
C 0.0298 -0.1077 0.0160
N -0.0339 -0.0483 -0.0194
S 0.0274 0.0338 0.1594
O -0.0053 -0.0147 0.0148
O -0.0271 -0.0198 0.0226
C -0.0581 -0.0404 -0.0648
C -0.0450 -0.0050 0.0449
C -0.0407 -0.0112 0.0024
C 0.0561 0.0162 -0.0129
C -0.0076 -0.0011 0.0001
C 0.3006 0.0253 -0.1353
H 0.0040 0.0005 0.0031
H -0.0004 -0.0030 0.0007
H -0.0009 -0.0003 -0.0003
H -0.0017 -0.0037 -0.0057

Computed properties:
HOMO energy ... -1.4 eV
Total charge ... -2
Energy relative to the best compared isomer or geometry (same formula, charge and spin) ... 0.0 kJ/mol

***

Here is a molecular structure, C31H26AgN7PSSe from the OMol25 dataset. Energies are from ωB97M-V/def2-TZVPD.

Each line ends with the natural charge from an NBO analysis.
Element x y z (Å)
Ag 15.515 11.459 4.659  0.71
N 17.768 15.475 5.125  -0.79
C 17.338 14.318 5.566  0.31
S 15.736 13.824 5.127  -0.48
N 18.272 13.667 6.303  -0.47
N 17.934 12.591 6.917  -0.17
C 18.794 11.989 7.712  -0.09
C 18.289 10.934 8.557  0.16
C 19.144 10.379 9.529  -0.26
C 18.672 9.494 10.470  -0.19
C 17.262 9.244 10.441  -0.30
C 16.480 9.853 9.468  0.04
N 16.986 10.650 8.527  -0.39
H 17.146 16.057 4.576  0.40
H 18.741 15.732 5.209  0.40
H 19.863 12.254 7.620  0.16
H 20.176 10.757 9.499  0.20
H 19.420 8.988 11.159  0.21
H 16.846 8.583 11.248  0.20
H 15.364 9.740 9.479  0.20
N 12.619 10.860 6.572  -1.33
P 11.280 11.422 7.329  1.78
C 11.128 10.645 8.963  -0.42
C 10.308 11.337 9.852  -0.19
C 10.078 10.834 11.133  -0.23
C 10.720 9.684 11.592  -0.20
C 11.533 8.962 10.682  -0.23
C 11.710 9.436 9.367  -0.11
C 9.782 11.385 6.420  -0.47
C 9.908 11.789 5.104  -0.17
C 8.734 11.921 4.330  -0.17
C 7.575 11.441 4.803  -0.21
C 7.436 10.961 6.116  -0.21
C 8.561 10.916 6.894  -0.17
C 11.765 13.158 7.645  -0.39
C 12.644 13.312 8.681  -0.14
C 13.248 14.553 8.948  -0.21
C 12.742 15.647 8.306  -0.19
C 11.686 15.552 7.387  -0.24
C 11.215 14.301 7.054  -0.13
H 9.648 12.155 9.470  0.22
H 9.380 11.399 11.790  0.21
H 10.529 9.321 12.623  0.22
H 12.082 7.983 10.864  0.23
H 12.379 8.987 8.642  0.27
H 10.911 11.990 4.709  0.25
H 8.758 12.410 3.370  0.21
H 6.622 11.489 4.230  0.21
H 6.453 10.712 6.558  0.22
H 8.411 10.772 7.986  0.22
H 12.899 12.447 9.293  0.23
H 14.174 14.639 9.483  0.23
H 13.170 16.627 8.491  0.21
H 11.342 16.463 6.876  0.21
H 10.411 14.214 6.320  0.20
Se 12.837 9.424 5.486  1.37
N 14.592 9.606 4.523  -0.89
C 15.304 8.610 4.918  0.07
C 16.464 8.200 4.192  -0.28
C 16.944 6.948 4.431  -0.28
C 16.395 6.075 5.401  -0.27
C 15.494 6.514 6.337  -0.28
C 14.817 7.750 6.043  0.09
N 13.735 8.211 6.584  -0.85
H 16.885 8.884 3.453  0.19
H 17.763 6.547 3.896  0.19
H 16.793 5.060 5.415  0.18
H 15.177 5.945 7.213  0.20

Atomic forces in eV per Å
Ag 0.0226 0.8797 0.5406
N 0.1560 2.5125 -1.2380
C 0.5483 -3.1761 1.4477
S -0.0539 0.1995 -0.0375
N 0.8206 2.3237 -1.6357
N -0.5788 -2.1510 2.1137
C -0.7895 1.2821 -2.7107
C -0.2108 -0.2904 1.0184
C 0.6719 0.4638 -0.3947
C -0.4162 -0.5673 -0.0119
C 1.1362 -0.8435 1.5016
C -0.3910 -0.0029 0.1536
N -0.3755 -0.0881 0.1792
H 0.3110 -0.3904 0.1147
H -0.2116 -0.1816 0.2865
H -0.4036 -0.0588 0.5592
H -0.3079 -0.5297 0.1899
H -1.3959 0.7033 -0.6626
H 0.1699 0.7088 -1.0826
H 1.1632 -0.0682 -0.1975
N -1.5506 0.3716 0.6836
P 4.4541 -0.8961 -0.5820
C -1.1373 0.3721 0.3941
C -1.3175 -0.3350 0.0060
C -0.3143 0.7477 0.5176
C 0.2942 -0.7979 -0.4045
C 0.4315 -0.5490 -0.5347
C 0.1942 0.9668 0.1182
C -0.4615 -0.6646 -0.5513
C -0.4044 0.3515 -0.5743
C 2.1659 0.1983 -0.4306
C -3.4446 -0.4785 0.7597
C -0.2143 -0.1084 -0.3244
C -0.6133 0.8918 2.0066
C -1.7597 -0.1681 0.6815
C 1.4522 -0.0062 0.8355
C -0.4368 -0.8053 -0.6789
C -0.3260 1.0669 -0.5690
C 0.5354 0.2918 0.1228
C -0.4308 -0.1791 -0.7849
H 0.9655 -0.3411 0.5498
H 0.6090 -0.5857 -0.4174
H 0.2722 0.2456 -0.8513
H -0.9733 1.4322 0.3855
H 0.1006 -0.5371 0.0854
H -0.4896 0.2555 0.0745
H 0.1980 -0.1854 -0.2711
H 0.9746 0.1422 0.1431
H 0.7036 0.0147 -0.5574
H 0.4068 -0.4140 -0.8712
H 0.3693 0.1450 -0.3613
H -0.0402 -0.1274 0.7093
H 0.0752 -0.0546 -0.0295
H -0.0503 -0.5510 0.3195
H 0.2849 -0.0676 0.1021
Se 3.7229 -0.8721 0.9544
N -4.4830 2.6695 -1.0927
C 3.0284 -4.5913 1.2961
C -1.1209 1.3227 1.0724
C -0.4470 -1.6869 0.8716
C 1.6895 0.1721 -0.4996
C -1.7014 1.6515 -0.2902
C 3.1752 -0.4440 -2.9553
N -4.8966 1.7435 1.6373
H -0.0688 -0.2819 0.0733
H 0.7304 -0.2051 -0.8288
H 0.0597 0.2136 0.3591
H -0.0761 -0.0587 -0.4324

Computed properties:
HOMO energy ... -2.2 eV
Total charge ... -1